(1)
{
  "formula": "C11H13N",
  "method": "ωB97M-V with the def2-TZVPD basis set",
  "symbols": ["C", "C", "C", "C", "C", "C", "C", "C", "C", "C", "C", "H", "H", "H", "H", "H", "H", "H", "H", "H", "H", "H", "H", "H", "N"],
  "coordinates": [[-4.63, -1.41, -0.01], [-3.69, -0.62, -0.32], [-2.83, 0.32, -0.59], [-1.32, 0.50, -0.44], [0.52, 1.87, 0.63], [1.33, 0.62, 0.19], [2.35, 0.77, -0.73], [3.19, -0.29, -0.93], [3.14, -1.50, -0.22], [2.19, -1.53, 0.75], [1.23, -0.59, 0.93], [-5.17, -1.46, 1.03], [-5.05, -2.12, -0.64], [-3.21, 1.28, -0.93], [-0.77, -0.51, -0.22], [-0.92, 0.86, -1.38], [-1.44, 1.49, 1.41], [0.75, 2.80, 0.11], [0.81, 1.99, 1.71], [2.34, 1.61, -1.29], [4.04, -0.18, -1.60], [3.93, -2.28, -0.38], [2.16, -2.33, 1.45], [0.47, -0.85, 1.63], [-0.99, 1.55, 0.51]],
  "gap_ev": 9.5,
  "spin_multiplicity": 1,
  "total_charge": 0,
  "de_lowest_ev": 3.552,
  "smiles": "C=C=CCNCc1ccccc1",
  "energy_ha": -481.584885
}


(2)
{
  "formula": "C11H13N",
  "method": "ωB97M-V with the def2-TZVPD basis set",
  "symbols": ["C", "C", "C", "C", "C", "C", "C", "C", "C", "C", "C", "N", "H", "H", "H", "H", "H", "H", "H", "H", "H", "H", "H", "H", "H"],
  "coordinates": [[-2.56, 2.17, -0.70], [-2.16, 2.49, 0.68], [-2.02, 1.10, -1.30], [-1.22, 1.78, 1.30], [-0.84, -0.95, -1.09], [-1.16, 0.27, -0.60], [-0.53, 0.63, 0.72], [0.14, -1.72, -0.38], [1.34, -0.92, 0.24], [2.19, -1.76, 1.25], [2.12, -0.15, -0.73], [0.54, 0.16, 1.17], [-3.29, 2.74, -1.19], [-2.50, 3.40, 1.16], [-2.25, 0.64, -2.21], [-1.09, 2.00, 2.35], [-1.27, -1.47, -1.86], [-0.24, -2.00, 0.65], [0.38, -2.60, -0.86], [2.86, -2.45, 0.71], [1.60, -2.33, 2.01], [2.81, -1.12, 1.80], [2.11, -0.67, -1.79], [3.13, -0.17, -0.47], [1.91, 0.95, -0.84]],
  "gap_ev": 7.6,
  "spin_multiplicity": 1,
  "total_charge": 0,
  "de_lowest_ev": 2.881,
  "smiles": "CC1(C)CC=c2ccccc2=N1",
  "energy_ha": -481.609529
}


(3)
{
  "formula": "C11H13N3O2S2",
  "method": "ωB97M-V with the def2-TZVPD basis set",
  "symbols": ["C", "C", "O", "C", "C", "C", "N", "N", "C", "N", "C", "O", "C", "C", "C", "C", "S", "H", "H", "H", "H", "S", "H", "H", "H", "H", "H", "H", "H", "H", "H"],
  "coordinates": [[3.34, 1.94, 4.28], [1.90, 1.60, 4.66], [1.49, 0.31, 4.28], [1.31, 0.12, 2.90], [0.63, -1.23, 2.69], [0.36, -1.48, 1.26], [0.83, -2.47, 0.58], [0.45, -2.50, -0.69], [-0.32, -1.51, -1.01], [-0.82, -1.33, -2.26], [-1.64, -0.27, -2.58], [-1.94, 0.56, -1.75], [-2.11, -0.22, -3.96], [-2.93, 0.74, -4.48], [-3.23, 0.54, -5.84], [-2.62, -0.57, -6.34], [-1.68, -1.40, -5.17], [-2.67, -0.96, -7.34], [-3.85, 1.18, -6.42], [-3.31, 1.55, -3.89], [-0.57, -2.03, -2.95], [-0.67, -0.41, 0.30], [1.28, -2.02, 3.07], [-0.30, -1.24, 3.26], [2.27, 0.14, 2.37], [0.68, 0.93, 2.49], [1.22, 2.35, 4.23], [1.80, 1.62, 5.75], [3.45, 2.02, 3.20], [4.01, 1.16, 4.63], [3.63, 2.88, 4.73]],
  "gap_ev": 8.8,
  "spin_multiplicity": 1,
  "total_charge": 0,
  "de_lowest_ev": 0.000,
  "smiles": "CCOCCc1nnc(NC(=O)c2cccs2)s1",
  "energy_ha": -1538.075330
}


(4)
{
  "formula": "C11H13O3P",
  "method": "ωB97M-V with the def2-TZVPD basis set",
  "symbols": ["C", "C", "C", "C", "C", "C", "C", "C", "C", "C", "C", "O", "O", "O", "P", "H", "H", "H", "H", "H", "H", "H", "H", "H", "H", "H", "H", "H"],
  "coordinates": [[-2.10, 0.83, -0.26], [-1.53, -1.44, 0.02], [-2.56, -0.43, 0.00], [-0.78, 1.19, -0.32], [-0.20, -1.11, 0.09], [0.19, 0.23, -0.14], [2.90, 0.75, -1.32], [3.88, -0.68, 1.35], [-4.00, -0.76, 0.11], [-0.42, 2.69, -0.57], [0.85, -2.18, 0.33], [2.90, -0.12, -2.16], [4.01, -1.86, 1.37], [1.91, 1.84, 1.17], [1.89, 0.70, 0.25], [-2.90, 1.55, -0.48], [-1.64, -2.46, 0.12], [3.69, 1.64, -1.47], [4.63, 0.19, 1.73], [-4.08, -1.76, -0.39], [-4.12, -0.94, 1.18], [-4.72, -0.04, -0.13], [0.27, 2.72, -1.40], [-1.26, 3.29, -0.96], [-0.14, 3.21, 0.44], [0.56, -3.11, 0.03], [1.86, -1.85, -0.02], [0.91, -2.09, 1.43]],
  "gap_ev": [6.8, 7.1],
  "spin_multiplicity": 3,
  "total_charge": 0,
  "energy_ha": -993.852721
}


(5)
{
  "formula": "C11H14AsCl2CsF6N3O3P",
  "method": "ωB97M-V with the def2-TZVPD basis set",
  "symbols": ["Cs", "Cl", "C", "C", "C", "Cl", "C", "C", "C", "C", "N", "C", "C", "O", "H", "H", "H", "H", "N", "C", "P", "O", "O", "C", "N", "H", "H", "H", "H", "H", "H", "H", "H", "H", "H", "F", "As", "F", "F", "F", "F", "F"],
  "coordinates": [[-0.28, 0.26, 0.10], [-3.12, -4.24, 0.02], [-1.44, -4.46, -0.04], [-0.90, -5.73, -0.04], [0.47, -5.91, -0.10], [1.09, -7.50, -0.10], [1.38, -4.80, -0.15], [2.78, -4.94, -0.19], [3.55, -3.81, -0.23], [2.92, -2.56, -0.20], [1.61, -2.39, -0.15], [0.85, -3.50, -0.14], [-0.61, -3.28, -0.13], [-1.06, -2.14, -0.21], [-1.54, -6.60, 0.01], [3.23, -5.92, -0.20], [4.63, -3.86, -0.27], [3.52, -1.66, -0.22], [-2.05, 2.39, 3.53], [-1.46, 1.66, 4.71], [-0.04, 0.60, 4.09], [-0.13, 0.84, 2.61], [-0.05, -0.67, 4.81], [1.53, 1.53, 4.54], [2.19, 2.00, 3.28], [-3.00, 2.09, 3.32], [-1.44, 2.20, 2.71], [-2.07, 3.41, 3.67], [-2.23, 1.04, 5.16], [-1.16, 2.41, 5.44], [2.23, 0.89, 5.07], [1.35, 2.43, 5.13], [1.49, 2.40, 2.64], [2.62, 1.22, 2.77], [2.91, 2.69, 3.47], [1.26, 2.47, 0.60], [0.22, 3.89, 0.56], [0.20, 3.77, -1.16], [-1.15, 2.76, 0.61], [-0.85, 5.23, 0.62], [0.24, 3.78, 2.38], [1.58, 4.94, 0.62]],
  "gap_ev": [8.0, 7.5],
  "spin_multiplicity": 2,
  "total_charge": 1,
  "de_lowest_ev": 1.049,
  "energy_ha": -4934.424961
}


(6)
{
  "formula": "C11H14BCuF3N6O3S",
  "method": "ωB97M-V with the def2-TZVPD basis set",
  "symbols": ["H", "N", "B", "N", "C", "Cu", "H", "C", "H", "C", "H", "C", "H", "H", "H", "N", "N", "N", "N", "C", "C", "H", "H", "C", "C", "C", "C", "H", "H", "H", "H", "H", "F", "C", "F", "F", "S", "O", "O", "O"],
  "coordinates": [[-0.19, 2.76, 1.62], [0.15, 1.50, -0.06], [0.81, 0.61, -2.34], [0.71, 1.75, -1.29], [1.04, 3.06, -1.41], [-0.63, -0.54, 0.42], [1.47, 3.43, -2.33], [0.71, 3.68, -0.21], [0.84, 4.72, 0.06], [0.17, 2.67, 0.61], [1.24, 0.96, -3.40], [-1.22, -2.17, 1.07], [-1.61, -2.09, 2.03], [-0.28, -2.67, 1.20], [-1.78, -2.69, 0.36], [-0.61, 0.02, -2.36], [1.71, -0.46, -1.64], [-1.25, -0.45, -1.27], [1.32, -0.99, -0.42], [-1.46, -0.11, -3.41], [2.90, -1.00, -2.02], [-1.13, 0.20, -4.43], [3.35, -0.72, -2.97], [-2.65, -0.63, -2.95], [3.30, -1.88, -1.02], [-2.47, -0.82, -1.57], [2.30, -1.83, -0.03], [-3.55, -0.87, -3.54], [4.19, -2.49, -1.00], [-3.15, -1.23, -0.85], [2.24, -2.36, 0.92], [-1.92, -0.24, 0.88], [-0.89, 0.35, 5.75], [-0.80, -0.39, 4.63], [0.14, -1.35, 4.82], [-2.00, -0.99, 4.40], [-0.34, 0.68, 3.15], [-1.64, 1.14, 2.62], [0.54, 1.68, 3.70], [0.43, -0.25, 2.28]],
  "gap_ev": [7.9, 7.0],
  "spin_multiplicity": 2,
  "total_charge": 0,
  "energy_ha": -3344.873005
}


(7)
{
  "formula": "C11H14BF3N6O3RuS",
  "method": "ωB97M-V with the def2-TZVPD basis set",
  "symbols": ["H", "N", "B", "N", "C", "Ru", "H", "C", "H", "C", "H", "C", "H", "H", "H", "N", "N", "N", "N", "C", "C", "H", "H", "C", "C", "C", "C", "H", "H", "H", "H", "H", "F", "C", "F", "F", "S", "O", "O", "O"],
  "coordinates": [[1.91, -1.48, 1.89], [0.43, -1.22, 0.40], [-1.33, -1.55, -1.36], [-0.38, -2.09, -0.26], [-0.15, -3.35, 0.18], [0.11, 1.21, -0.26], [-0.69, -4.18, -0.25], [0.82, -3.29, 1.16], [1.23, -4.11, 1.72], [1.16, -1.93, 1.27], [-1.95, -2.40, -1.92], [0.89, 2.97, -0.24], [1.88, 3.01, 0.25], [0.12, 3.55, 0.32], [0.91, 3.35, -1.28], [-0.33, -0.82, -2.34], [-2.31, -0.59, -0.60], [0.50, 0.21, -1.87], [-1.77, 0.50, 0.04], [-0.08, -1.00, -3.65], [-3.65, -0.50, -0.46], [-0.63, -1.77, -4.18], [-4.28, -1.25, -0.90], [0.91, -0.11, -4.05], [-3.96, 0.64, 0.27], [1.24, 0.66, -2.93], [-2.76, 1.28, 0.56], [1.37, -0.02, -5.03], [-4.92, 1.00, 0.57], [1.90, 1.50, -2.81], [-2.51, 2.23, 1.01], [-1.03, 1.75, -1.26], [3.64, 0.60, 4.41], [2.33, 0.65, 4.06], [1.85, -0.63, 4.08], [1.67, 1.35, 5.00], [2.03, 1.38, 2.36], [2.52, 2.74, 2.45], [2.77, 0.49, 1.46], [0.54, 1.24, 2.17]],
  "gap_ev": [8.0, 4.0],
  "spin_multiplicity": 5,
  "total_charge": 2,
  "de_lowest_ev": 4.395,
  "energy_ha": -1798.508407
}


(8)
{
  "formula": "C11H14Cl2N",
  "method": "ωB97M-V with the def2-TZVPD basis set",
  "symbols": ["C", "C", "C", "C", "C", "C", "C", "C", "C", "C", "C", "N", "Cl", "Cl", "H", "H", "H", "H", "H", "H", "H", "H", "H", "H", "H", "H", "H", "H"],
  "coordinates": [[4.18, -1.22, 0.08], [3.25, -1.10, -0.96], [3.99, -0.31, 1.14], [2.10, -0.30, -0.84], [2.77, 0.26, 1.36], [1.78, 0.23, 0.39], [0.53, 0.78, 0.71], [-0.40, 1.31, -0.22], [-3.19, -1.25, -1.95], [-1.68, 1.66, 0.05], [-2.70, -1.17, -0.56], [-2.30, 1.61, 1.41], [-1.33, -2.08, -0.02], [-3.96, -1.04, 0.69], [5.02, -1.77, -0.09], [3.30, -1.35, -2.01], [4.63, -0.21, 1.98], [1.30, -0.30, -1.46], [2.50, 0.84, 2.27], [0.32, 0.96, 1.74], [-0.12, 1.35, -1.23], [-2.48, -1.22, -2.76], [-3.90, -0.48, -2.11], [-3.86, -2.12, -2.02], [-2.31, 1.96, -0.72], [-2.93, 0.75, 1.39], [-2.89, 2.46, 1.64], [-1.63, 1.74, 2.09]],
  "gap_ev": [7.2, 7.0],
  "spin_multiplicity": 1,
  "total_charge": 1,
  "de_lowest_ev": 3.032,
  "energy_ha": -1402.296278
}


(9)
{
  "formula": "C11H14ClN",
  "method": "ωB97M-V with the def2-TZVPD basis set",
  "symbols": ["C", "C", "C", "C", "C", "C", "C", "C", "C", "C", "C", "N", "Cl", "H", "H", "H", "H", "H", "H", "H", "H", "H", "H", "H", "H", "H", "H"],
  "coordinates": [[3.22, 0.80, -0.12], [3.97, 0.07, 0.82], [1.87, 0.52, -0.39], [3.26, -1.07, 1.32], [1.29, -0.59, 0.29], [-1.33, 0.87, 1.82], [-2.63, 0.09, 1.49], [-1.25, -0.54, 1.43], [-0.57, -0.77, -2.41], [-1.23, -0.26, -1.15], [-0.71, -0.92, 0.03], [1.96, -1.34, 1.07], [-0.74, -2.73, -0.03], [3.65, 1.66, -0.60], [4.97, 0.22, 0.78], [1.37, 1.21, -0.97], [3.87, -1.85, 1.91], [-1.08, 1.67, 1.14], [-1.17, 1.22, 2.77], [-3.27, -0.05, 2.31], [-3.01, 0.48, 0.50], [-1.09, -1.19, 2.37], [-0.65, -1.93, -2.56], [-1.14, -0.26, -3.33], [0.51, -0.56, -2.47], [-2.30, -0.52, -1.31], [-1.13, 0.71, -1.14]],
  "gap_ev": 9.6,
  "spin_multiplicity": 1,
  "total_charge": 0,
  "de_lowest_ev": 3.401,
  "energy_ha": -942.347766
}


(10)
{
  "formula": "C11H14F5MnO8P2S",
  "method": "ωB97M-V with the def2-TZVPD basis set",
  "symbols": ["Mn", "C", "C", "O", "P", "O", "O", "O", "P", "O", "O", "O", "H", "H", "H", "H", "H", "H", "H", "C", "C", "C", "O", "H", "H", "H", "H", "H", "H", "H", "F", "C", "C", "F", "C", "F", "C", "S", "C", "F", "C", "F"],
  "coordinates": [[0.14, 0.14, -0.22], [-2.58, 1.74, 1.93], [-1.26, 1.63, 2.66], [-1.43, 2.20, 3.95], [0.08, 2.55, 1.82], [-0.32, 4.04, 1.56], [1.29, 2.61, 2.81], [0.40, 1.91, 0.50], [-0.58, -0.07, 2.75], [-1.67, -0.91, 3.52], [0.74, 0.01, 3.42], [-0.60, -0.59, 1.29], [-2.93, 2.77, 1.96], [-3.32, 1.11, 2.42], [-2.49, 1.43, 0.89], [-0.70, 1.95, 4.53], [-0.24, 4.64, 2.31], [1.45, 1.70, 3.18], [-1.35, -1.40, 4.29], [-2.36, -0.26, -3.11], [-1.12, 0.61, -3.02], [-1.41, 2.09, -3.14], [-0.50, 0.36, -1.76], [-2.78, -0.19, -4.11], [-3.11, 0.07, -2.39], [-2.11, -1.31, -2.92], [-0.39, 0.30, -3.78], [-2.10, 2.40, -2.35], [-1.87, 2.30, -4.10], [-0.49, 2.68, -3.06], [3.28, -5.64, -1.66], [3.05, -4.39, -1.34], [4.12, -3.53, -1.10], [5.36, -3.98, -1.20], [3.87, -2.22, -0.77], [4.89, -1.40, -0.55], [2.56, -1.73, -0.65], [2.28, -0.10, -0.21], [1.51, -2.63, -0.89], [0.25, -2.19, -0.79], [1.73, -3.94, -1.23], [0.73, -4.77, -1.46]],
  "gap_ev": [7.1, 6.1],
  "spin_multiplicity": 2,
  "total_charge": 1,
  "energy_ha": -3760.623787
}


(11)
{
  "formula": "C11H14F6MoN2O4SSb",
  "method": "ωB97M-V with the def2-TZVPD basis set",
  "symbols": ["Mo", "N", "C", "C", "O", "N", "C", "C", "O", "O", "H", "H", "H", "H", "H", "H", "C", "S", "O", "C", "C", "C", "C", "C", "C", "H", "H", "H", "H", "H", "H", "H", "H", "F", "Sb", "F", "F", "F", "F", "F"],
  "coordinates": [[0.25, 0.46, -1.82], [-0.22, 1.74, -0.05], [0.00, 3.20, -0.19], [0.29, 3.45, -1.62], [0.49, 4.63, -2.07], [0.38, 2.45, -2.45], [0.77, 2.97, -3.77], [0.82, 4.47, -3.55], [1.01, 5.39, -4.21], [1.81, 0.28, -1.39], [-1.19, 1.55, 0.21], [0.33, 1.37, 0.72], [0.85, 3.53, 0.42], [-0.87, 3.78, 0.14], [0.04, 2.73, -4.54], [1.75, 2.61, -4.07], [-2.79, -1.93, -2.90], [-3.11, -0.41, -2.02], [-1.94, 0.53, -2.37], [-4.50, 0.20, -3.00], [-5.73, 0.22, -2.41], [-6.88, 0.63, -3.19], [-6.75, 1.03, -4.53], [-5.50, 1.02, -5.10], [-4.37, 0.60, -4.34], [-2.54, -1.73, -3.94], [-3.68, -2.55, -2.82], [-1.97, -2.43, -2.38], [-5.88, -0.07, -1.37], [-7.86, 0.62, -2.71], [-7.62, 1.34, -5.09], [-5.36, 1.33, -6.13], [-3.39, 0.60, -4.82], [0.38, 0.04, -3.58], [14.69, -8.58, 18.33], [13.36, -9.74, 18.72], [-0.45, -0.80, -0.70], [14.08, -6.89, 18.58], [15.18, -8.77, 16.60], [16.12, -8.87, 19.42]],
  "gap_ev": [8.2, 6.4],
  "spin_multiplicity": 2,
  "total_charge": 4,
  "de_lowest_ev": 0.000,
  "energy_ha": -2142.415490
}


(12)
{
  "formula": "C11H14FOS",
  "method": "ωB97M-V with the def2-TZVPD basis set",
  "symbols": ["O", "C", "C", "S", "C", "C", "C", "F", "C", "C", "C", "C", "C", "C", "H", "H", "H", "H", "H", "H", "H", "H", "H", "H", "H", "H", "H", "H"],
  "coordinates": [[2.25, 1.19, 1.87], [1.73, 0.97, 0.81], [1.31, 2.21, 0.00], [-0.07, 2.17, -1.16], [-1.57, 1.84, -0.23], [-1.70, 0.47, 0.42], [-3.18, 0.15, 0.72], [-4.01, 0.81, -0.18], [1.54, -0.39, 0.24], [1.83, -0.66, -1.10], [1.67, -1.95, -1.59], [1.21, -2.95, -0.75], [0.94, -2.68, 0.59], [1.12, -1.40, 1.09], [2.17, 2.54, -0.59], [1.07, 3.03, 0.68], [0.13, 0.97, -1.73], [-1.62, 2.66, 0.49], [-2.35, 1.99, -0.99], [-1.26, -0.31, -0.20], [-1.16, 0.46, 1.37], [-3.46, 0.45, 1.73], [-3.35, -0.92, 0.63], [2.24, 0.12, -1.74], [1.92, -2.15, -2.62], [1.07, -3.95, -1.14], [0.60, -3.48, 1.24], [0.94, -1.20, 2.14]],
  "gap_ev": 9.7,
  "spin_multiplicity": 1,
  "total_charge": 1,
  "energy_ha": -1000.560824
}


Copy entry 8 word for word.
{
  "formula": "C11H14Cl2N",
  "method": "ωB97M-V with the def2-TZVPD basis set",
  "symbols": ["C", "C", "C", "C", "C", "C", "C", "C", "C", "C", "C", "N", "Cl", "Cl", "H", "H", "H", "H", "H", "H", "H", "H", "H", "H", "H", "H", "H", "H"],
  "coordinates": [[4.18, -1.22, 0.08], [3.25, -1.10, -0.96], [3.99, -0.31, 1.14], [2.10, -0.30, -0.84], [2.77, 0.26, 1.36], [1.78, 0.23, 0.39], [0.53, 0.78, 0.71], [-0.40, 1.31, -0.22], [-3.19, -1.25, -1.95], [-1.68, 1.66, 0.05], [-2.70, -1.17, -0.56], [-2.30, 1.61, 1.41], [-1.33, -2.08, -0.02], [-3.96, -1.04, 0.69], [5.02, -1.77, -0.09], [3.30, -1.35, -2.01], [4.63, -0.21, 1.98], [1.30, -0.30, -1.46], [2.50, 0.84, 2.27], [0.32, 0.96, 1.74], [-0.12, 1.35, -1.23], [-2.48, -1.22, -2.76], [-3.90, -0.48, -2.11], [-3.86, -2.12, -2.02], [-2.31, 1.96, -0.72], [-2.93, 0.75, 1.39], [-2.89, 2.46, 1.64], [-1.63, 1.74, 2.09]],
  "gap_ev": [7.2, 7.0],
  "spin_multiplicity": 1,
  "total_charge": 1,
  "de_lowest_ev": 3.032,
  "energy_ha": -1402.296278
}